1.
C26H63O7PS4Si2 | the ωB97M-V functional and the def2-TZVPD basis

## Properties
**HOMO level**: -0.2925 hartree
**Multiplicity**: 1
**SMILES**: CCCCCCCCCC[Si](CSCC)(CSCC)O[SiH2]P(CC)CC.CCOS(C)(=O)=O.CCOS(C)(=O)=O
**LUMO**: 0.5 eV

Positions of all 103 atoms, in Å:
C 5.46810 -6.30917 0.91649
C 6.59294 -6.11190 -0.10075
C 6.58798 -4.78732 -0.90533
C 5.53751 -3.74509 -0.52601
C 5.52167 -2.56000 -1.48942
C 4.52816 -1.45522 -1.08729
C 3.30953 -1.36197 -2.00605
C 2.39460 -2.58401 -1.91943
C 1.07616 -2.40982 -2.67613
C 0.10924 -1.43447 -1.96798
Si -1.35001 -2.21342 -1.10398
C -0.80095 -2.78390 0.62464
S -0.76194 -4.58182 0.83222
C -0.77075 -4.74708 2.64325
C -2.11401 -5.21961 3.17916
C -2.05500 -3.64012 -2.10447
S -3.87046 -3.65347 -2.14677
C -4.15979 -5.44484 -2.12207
C -5.62375 -5.74759 -2.45934
O -2.54629 -1.09106 -0.92724
Si -2.70251 0.28189 -0.03020
P -1.47603 1.95601 -0.84078
C -0.88618 2.73907 0.74666
C 0.64386 2.79545 0.81369
C -2.85429 3.03499 -1.53234
C -3.02972 4.43328 -0.94519
H 5.42587 -7.35115 1.23762
H 5.61514 -5.69830 1.80917
H 4.49014 -6.05932 0.50645
H 6.57714 -6.95272 -0.79700
H 7.54520 -6.19091 0.42808
H 6.47838 -5.00489 -1.97175
H 7.56890 -4.31370 -0.80622
H 4.54079 -4.19468 -0.50614
H 5.73050 -3.38014 0.48850
H 5.26596 -2.93203 -2.48852
H 6.53341 -2.15223 -1.57594
H 4.17354 -1.65055 -0.06874
H 5.02810 -0.48494 -1.05071
H 3.64683 -1.25356 -3.04334
H 2.73974 -0.45757 -1.77292
H 2.92664 -3.45865 -2.30851
H 2.18178 -2.80107 -0.86458
H 0.61852 -3.39467 -2.80207
H 1.29201 -2.04878 -3.68601
H 0.66885 -0.87554 -1.20867
H -0.27920 -0.66710 -2.64159
H -1.47729 -2.36651 1.37377
H 0.19575 -2.37603 0.81432
H 0.02495 -5.44174 2.91633
H -0.50050 -3.77630 3.06063
H -2.36326 -6.20297 2.78055
H -2.09566 -5.28831 4.26938
H -2.90640 -4.52883 2.88813
H -1.74910 -4.58114 -1.64510
H -1.65875 -3.62354 -3.12135
H -3.89533 -5.82765 -1.13509
H -3.48707 -5.90302 -2.84678
H -6.24518 -4.85559 -2.36323
H -6.04044 -6.50427 -1.79492
H -5.73392 -6.10673 -3.48152
H -4.14689 0.60023 -0.00760
H -2.23270 -0.00348 1.35663
H -1.31160 3.73775 0.83182
H -1.28253 2.16854 1.58856
H 1.05433 1.85912 1.19733
H 0.98414 3.60540 1.45966
H 1.08084 2.96445 -0.16972
H -3.80121 2.49859 -1.45278
H -2.62449 3.11459 -2.59650
H -2.26360 5.12213 -1.30561
H -4.00267 4.83687 -1.23088
H -3.00033 4.42957 0.14317
C -5.77135 5.77030 3.41352
C -5.05028 4.51025 3.83203
O -5.80940 3.30783 3.51706
S -5.80296 2.82678 2.00688
C -6.35110 1.17975 2.27313
O -4.45046 2.82053 1.53113
O -6.78824 3.54569 1.25970
H -5.84207 5.84926 2.33026
H -5.22073 6.63271 3.79194
H -6.77901 5.79108 3.82753
H -4.06900 4.42262 3.36541
H -4.92794 4.45376 4.91113
H -5.60491 0.65399 2.86211
H -6.44832 0.73095 1.28654
H -7.31258 1.21114 2.77831
C 2.30724 8.57005 -1.66091
C 3.44250 7.57505 -1.72024
O 4.01205 7.30741 -0.40588
S 3.19826 6.33952 0.54857
C 4.49904 5.96396 1.66876
O 2.82432 5.16759 -0.18628
O 2.17861 7.07157 1.23601
H 1.44299 8.15989 -1.14183
H 2.01307 8.82854 -2.67912
H 2.61954 9.47879 -1.14722
H 3.13550 6.62400 -2.15499
H 4.28832 7.95929 -2.28542
H 5.27948 5.43098 1.13357
H 4.06129 5.33654 2.44222
H 4.86872 6.89276 2.09445

=====

2.
C26H64As3N6SbV | the ωB97M-V functional and the def2-TZVPD basis

## Properties
**<S²>**: 3.76
**HOMO level (alpha / beta)**: -0.4658 / -0.4659 hartree
**Multiplicity**: 4
**LUMO (alpha / beta)**: -4.2 / -4.3 eV
**Total charge**: +2
**Energy relative to the best compared isomer or geometry (same formula, charge and spin)**: 0.00 kcal per mole

Positions of all 101 atoms, in Å:
V 0.27421 -0.42340 -0.08359
N 1.61657 1.22116 0.57551
C 0.90151 2.25211 1.36081
C -0.30592 1.64540 2.04816
N -1.18555 0.82214 1.17074
C -2.19365 0.20906 2.09099
C -3.02879 -0.93422 1.52732
N -2.40984 -2.22641 1.82642
C -1.95483 1.66472 0.21161
C -1.21533 2.10471 -1.04251
N -0.47512 0.97419 -1.64456
H 2.39567 0.85992 1.11483
H 2.01439 1.64282 -0.26590
H 0.62534 3.06681 0.69794
H 1.54730 2.69239 2.12192
H -0.89336 2.43447 2.53296
H 0.04772 0.97898 2.83766
H -2.84979 1.01361 2.44252
H -1.65838 -0.16337 2.96467
H -3.12689 -0.84201 0.44474
H -4.04040 -0.84004 1.93607
H -2.88512 -2.97226 1.33013
H -2.53024 -2.43939 2.81156
H -2.35555 2.54375 0.73070
H -2.81302 1.07246 -0.10570
H -0.50107 2.89924 -0.84902
H -1.94980 2.51869 -1.73607
H 0.27218 1.34637 -2.22663
H -1.08205 0.44065 -2.25992
C 0.44098 -2.73281 3.32265
As 1.33021 -2.01690 1.74929
C 2.87458 -1.26211 2.67994
C 1.98256 -3.73755 1.06967
C 2.95890 -3.82208 -0.11073
C 4.22432 -3.00823 0.17204
C 2.33283 -3.37330 -1.44196
As 2.00605 -1.46682 -1.75135
C 1.24001 -1.62188 -3.53616
C 3.74038 -0.73674 -2.25790
C 3.40952 -5.29500 -0.25980
As 2.25216 -6.90458 -0.43965
C 0.59422 -6.26447 -1.29219
C 1.53999 -7.06020 1.38509
H 1.18537 -3.19952 3.96636
H -0.29152 -3.47230 3.00926
H -0.06519 -1.94240 3.87350
H 3.41775 -2.05081 3.19871
H 2.51183 -0.55102 3.42388
H 3.56704 -0.75406 2.01109
H 1.07066 -4.28840 0.83086
H 2.42968 -4.23521 1.93472
H 4.01952 -1.93887 0.25302
H 4.95684 -3.14404 -0.62618
H 4.69014 -3.32650 1.10646
H 1.35771 -3.84270 -1.58138
H 2.96649 -3.70365 -2.26951
H 1.89637 -2.21465 -4.17215
H 1.12738 -0.63177 -3.97807
H 0.26387 -2.10070 -3.48282
H 4.33625 -1.50124 -2.75412
H 4.28665 -0.35658 -1.39812
H 3.56768 0.08378 -2.95443
H 4.02102 -5.55692 0.61064
H 4.08915 -5.35121 -1.11417
H 0.79533 -5.97810 -2.32484
H 0.10412 -5.44569 -0.76061
H -0.08257 -7.12013 -1.30903
H 2.36788 -7.06585 2.09416
H 1.03088 -8.01993 1.46284
H 0.84071 -6.26934 1.65244
N -1.03865 -1.85042 -0.89516
C -1.76262 -2.64197 -1.34001
N -2.57310 -3.53966 -1.81271
C -3.96568 -3.65583 -1.33308
C -4.24291 -5.09476 -0.89549
C -3.41884 -6.09274 -1.72685
C -3.12982 -5.53566 -3.11711
C -2.19769 -4.33150 -3.01211
H -4.62325 -3.35385 -2.15033
H -4.11075 -2.93843 -0.52631
H -5.31040 -5.28379 -1.01526
H -4.01948 -5.21734 0.16541
H -3.94328 -7.04398 -1.79695
H -2.46795 -6.29640 -1.22627
H -4.05958 -5.25421 -3.61637
H -2.65289 -6.28245 -3.75090
H -2.25210 -3.69879 -3.90094
H -1.16803 -4.66102 -2.87424
C 1.97987 3.14096 -4.51227
Sb 2.64016 3.31873 -2.48516
C 2.40021 5.42975 -2.31824
C 4.73219 3.29018 -2.89569
H 2.55812 3.81593 -5.14238
H 0.92587 3.40788 -4.59065
H 2.11366 2.12260 -4.87779
H 2.83812 5.91059 -3.19200
H 2.90144 5.79298 -1.42235
H 1.34418 5.68949 -2.25972
H 4.97766 4.12623 -3.54922
H 4.99719 2.35979 -3.39693
H 5.30900 3.37156 -1.97632